1.
The following is a DFT calculation (ωB97M-V/def2-TZVPD) of the molecule C5H8.

Last column: Löwdin charge in e.
Positions of all 13 atoms, in Å:
C -1.534 1.929 -0.489  0.060
C -1.460 0.853 0.120  -0.249
C -0.787 -0.230 0.720  -0.192
C 0.234 -0.973 -0.195  -0.237
C 1.597 -0.302 -0.159  -0.121
H -2.179 2.109 -1.323  0.017
H -1.183 -0.823 1.535  0.107
H -0.680 0.825 1.355  0.177
H -0.135 -0.988 -1.238  0.114
H 0.322 -2.030 0.101  0.104
H 1.491 0.746 -0.455  0.074
H 2.001 -0.333 0.858  0.075
H 2.313 -0.783 -0.831  0.071

Results
Highest occupied orbital energy, eV: -8.9
Molar mass, u: 68.1
SMILES string: C#CCCC
Lowest unoccupied orbital energy, Ha: 0.036
Gap between HOMO and LUMO, eV: 9.88



2.
The following is a DFT calculation (ωB97M-V/def2-TZVPD) of a cluster of 2 separate species, C5H8 in total.

Last column: Löwdin charge in e.
Positions of all 13 atoms, in Å:
C 0.835 0.414 1.010  -0.186
C 0.550 -0.898 0.296  -0.156
C -1.691 -0.701 -1.092  0.027
C -0.400 -0.162 -0.567  -0.405
C -0.118 1.157 0.100  -0.167
H 1.875 0.750 0.940  0.108
H 0.555 0.418 2.069  0.110
H 1.399 -1.350 -0.225  0.119
H 0.075 -1.669 0.909  0.123
H -1.524 -1.705 -1.554  0.002
H -0.909 0.211 -1.953  0.190
H 0.353 1.939 -0.512  0.116
H -0.999 1.598 0.579  0.119

Results
Highest occupied orbital energy, eV: -8.5
Molar mass, u: 68.1
Lowest unoccupied orbital energy, Ha: 0.024
Gap between HOMO and LUMO, eV: 9.10



Best to worst by energy: 1, 2.



1.
The following is a DFT calculation (ωB97M-V/def2-TZVPD) of the molecule C4H6.

Last column: Löwdin charge in e.
Positions of all 10 atoms, in Å:
C 0.882 -0.912 0.696  -0.091
C 0.534 0.364 0.020  -0.143
C -0.668 0.758 -0.485  -0.287
C -2.008 0.486 -0.105  0.089
H 1.406 -1.526 -0.054  0.091
H -0.003 -1.460 1.026  0.077
H 1.588 -0.766 1.520  0.079
H 1.385 0.982 -0.277  0.103
H -0.478 1.421 -1.332  0.091
H -2.638 0.654 -1.008  -0.008

Results
Highest occupied orbital energy (alpha / beta), eV: -8.1 / -8.6
Molar mass, u: 54.1
Lowest unoccupied orbital energy (alpha / beta), Ha: -0.027 / -0.028
Gap between HOMO and LUMO (alpha / beta), eV: 7.42 / 7.85



2.
The following is a DFT calculation (ωB97M-V/def2-TZVPD) of the molecule C4H6.

Last column: Löwdin charge in e.
Positions of all 10 atoms, in Å:
C -1.077 0.331 1.306  0.011
C -0.352 -0.590 0.669  -0.125
C 0.645 0.091 -0.229  -0.203
C 0.968 -0.086 -1.516  -0.008
H -1.035 1.343 1.314  0.029
H -1.966 0.036 1.823  0.050
H -0.663 -1.559 0.560  0.068
H 1.166 0.883 0.251  0.080
H 1.639 0.526 -2.146  0.060
H 0.676 -0.976 -2.033  0.037

Results
Highest occupied orbital energy, eV: -9.1
Molar mass, u: 54.1
SMILES string: C=CC=C
Lowest unoccupied orbital energy, Ha: 0.046
Gap between HOMO and LUMO, eV: 10.30



3.
The following is a DFT calculation (ωB97M-V/def2-TZVPD) of a structure of composition C4H6.

Last column: Löwdin charge in e.
Positions of all 10 atoms, in Å:
C -1.403 0.425 -0.612  -0.089
C 0.773 -0.356 -0.281  -0.133
C -1.050 -0.381 0.278  -0.125
C 1.692 0.188 0.511  -0.077
H -1.280 0.935 -1.546  0.056
H 1.046 -0.927 -1.167  0.060
H 1.422 0.755 1.399  0.046
H -1.192 -0.859 1.227  0.079
H -2.768 0.190 -0.171  0.141
H 2.760 0.030 0.361  0.043

Results
Highest occupied orbital energy, eV: -8.4
Molar mass, u: 54.1
Lowest unoccupied orbital energy, Ha: 0.042
Gap between HOMO and LUMO, eV: 9.51



Best to worst by energy: 2, 1, 3.